This record from the Open Molecules 2025 dataset describes 2 unconnected molecules or ions with the total composition C5H12O. The level of theory is ωB97M-V with the def2-TZVPD basis set.

```
18
Properties=species:S:1:pos:R:3:forces:R:3
C 1.74291 -0.50412 -0.52565 0.47 -0.45 0.12
O 0.94466 -0.08032 0.45629 0.07 0.24 0.12
C -0.29505 -0.37794 0.63159 -0.31 -0.29 0.19
C -0.57880 1.09180 -1.61522 0.00 0.17 -0.28
C -0.89721 -1.57476 -0.01135 0.02 -0.02 0.00
C -1.05269 0.43752 1.61808 0.06 0.00 0.07
H 0.31251 0.44241 -1.46136 -0.66 0.31 -0.21
H 1.58432 -1.48993 -0.94043 -0.01 0.05 0.07
H 2.71967 -0.04910 -0.50073 -0.02 -0.10 0.13
H -0.47380 1.42866 -2.64399 -0.19 0.22 -0.09
H -1.54881 0.59582 -1.50165 0.25 0.03 -0.08
H -0.54070 1.95345 -0.94017 0.03 -0.12 -0.17
H -0.56728 -1.71483 -1.04800 0.00 0.10 0.17
H -0.62199 -2.47776 0.55184 -0.01 -0.04 -0.11
H -1.98929 -1.49541 -0.00970 0.19 -0.01 0.06
H -1.41365 -0.18472 2.44629 0.00 0.13 -0.01
H -0.42591 1.23817 2.01740 -0.06 -0.12 -0.03
H -1.93670 0.89428 1.14661 0.16 -0.10 0.04
```
Forces are in eV/Å.

Kohn-Sham gap (spin up / spin down): 7.96 / 7.66 eV
net charge: 0
energy: -7423.5091 eV
energy relative to the best compared isomer or geometry (same formula, charge and spin): 3.802 eV